97
Properties=species:S:1:pos:R:3 method="wB97M-V/def2-TZVPD" homo_ev=-7.93 e_lumo_ev=-6.88 largest_force_ev_per_a=6.1 energy_ha=-5482.07822 gap_ha=0.0387 charge=0
C 4.538 1.060 -0.918
C 3.675 1.888 -1.991
C 2.209 1.256 -2.292
O 1.466 1.379 -1.040
C 0.082 0.924 -1.240
C -0.208 -0.286 -0.233
C 1.253 -0.797 0.221
O 2.006 -1.543 -0.445
N 1.372 -0.218 1.567
C 0.039 0.249 2.132
B 0.398 1.778 2.569
O 0.345 2.109 4.002
C 0.767 3.014 1.572
C 0.209 4.365 2.315
C -1.123 -0.082 1.081
C -1.491 -1.647 1.402
O -0.697 -2.410 2.037
N -2.750 -2.321 0.925
C -2.344 -3.170 -0.240
O -2.824 -2.991 -1.385
F -1.412 -4.261 -0.091
C -2.449 0.790 0.998
F -3.343 0.364 -0.056
F -2.222 2.185 0.672
C -3.347 0.804 2.339
F -4.627 0.221 2.056
F -3.660 2.176 2.690
F -2.729 0.256 3.475
H 4.839 1.711 -0.010
H 3.893 0.215 -0.491
H 5.459 0.545 -1.411
H 3.536 2.966 -1.564
H 4.312 1.988 -2.963
H 1.690 1.868 -3.132
H 2.356 0.149 -2.592
H -0.680 1.773 -1.246
H 0.070 0.481 -2.312
H -0.556 -1.148 -0.914
H 1.883 -0.891 2.160
H 0.039 -0.279 3.166
H 1.272 1.962 4.310
H 1.888 3.157 1.387
H 0.187 2.987 0.570
H 0.250 5.288 1.631
H -0.893 4.205 2.624
H 0.799 4.555 3.273
H -3.158 -2.924 1.660
Mg 4.294 3.536 -3.667
F -7.929 -0.484 3.299
Al -6.907 -0.979 4.660
F -7.843 -1.969 5.779
F -6.322 0.492 5.513
F -5.519 -1.898 4.062
B -4.916 -1.904 -5.747
O -4.481 -0.825 -4.853
C -3.146 -0.872 -4.787
O -2.475 -0.121 -4.132
C -2.654 -1.963 -5.627
O -1.505 -2.274 -5.790
O -3.695 -2.583 -6.204
F -5.626 -1.348 -6.897
F -5.757 -2.812 -5.052
Ca -6.698 2.390 5.071
F -3.223 0.056 8.032
P -4.206 -1.127 8.499
F -5.197 -0.016 7.882
F -3.302 -2.110 7.612
F -5.117 -1.060 9.819
F -3.172 -1.396 9.694
F -5.243 -2.217 7.945
F 6.894 -0.839 -1.216
C 0.561 6.933 -1.594
C 0.136 5.490 -1.932
O 1.120 4.676 -1.549
H 1.475 7.222 -2.123
H -0.227 7.634 -1.894
H 0.727 7.068 -0.520
H -0.135 5.509 -3.003
H -0.855 5.363 -1.458
Be -4.712 -1.177 -8.360
C -5.968 -5.316 2.172
O -5.186 -4.737 1.373
O -6.414 -4.482 3.123
O -6.364 -6.494 2.200
H -5.901 -3.729 2.756
C 8.249 -2.605 -4.178
C 8.971 -2.366 -3.012
C 10.318 -2.710 -2.945
C 10.946 -3.284 -4.048
C 10.225 -3.520 -5.214
C 8.875 -3.185 -5.278
H 7.198 -2.340 -4.228
H 8.482 -1.911 -2.154
H 10.880 -2.529 -2.035
H 11.998 -3.548 -3.997
H 10.715 -3.966 -6.074
H 8.312 -3.374 -6.186

73
Properties=species:S:1:pos:R:3 method="wB97M-V/def2-TZVPD" homo_ev="-8.14 / -8.15" multiplicity=4 s2=3.78 e_lumo_ev="0.09 / -0.24" largest_force_ev_per_a=0.9 energy_ha=-8063.75037 gap_ha="0.3024 / 0.2907" charge=0 e_above_lowest_kcal_mol=0.0
Cr -1.189 0.730 0.856
O -0.318 4.341 1.124
S -1.290 3.314 0.956
O -2.659 3.726 0.772
O -1.252 2.250 2.102
O -0.886 2.329 -0.184
N 6.483 -2.745 1.481
C 5.401 -1.898 1.666
C 5.192 -0.813 0.811
C 4.140 0.057 1.029
C 3.279 -0.144 2.098
C 3.489 -1.206 2.970
C 4.538 -2.078 2.752
S 1.925 0.958 2.338
O 2.104 2.056 1.440
O 1.772 1.178 3.745
N 0.627 0.091 1.767
C -0.044 -0.747 2.583
N 0.455 -1.449 3.611
C -0.399 -2.227 4.248
C -1.749 -2.361 3.912
C -2.184 -1.620 2.840
N -1.338 -0.835 2.177
H 6.880 -2.768 0.556
H 6.417 -3.653 1.908
H 5.871 -0.646 -0.019
H 3.989 0.912 0.387
H 2.821 -1.342 3.810
H 4.706 -2.902 3.435
H 0.008 -2.792 5.082
H -2.411 -3.008 4.466
H -3.210 -1.634 2.492
C 3.229 0.708 -3.064
As 1.727 1.130 -1.865
C 1.819 3.068 -2.025
C 0.301 0.732 -3.159
C 0.249 1.308 -4.424
C -0.731 0.949 -5.337
C -1.670 -0.014 -4.998
C -1.635 -0.598 -3.740
C -0.661 -0.220 -2.817
As -0.722 -0.912 -1.002
C -2.056 -2.323 -1.136
C 0.856 -2.017 -0.759
H 3.087 1.135 -4.057
H 3.348 -0.372 -3.148
H 4.140 1.124 -2.631
H 2.090 3.377 -3.034
H 2.568 3.419 -1.316
H 0.860 3.488 -1.735
H 0.987 2.051 -4.703
H -0.756 1.412 -6.315
H -2.432 -0.308 -5.707
H -2.381 -1.340 -3.488
H -1.738 -3.080 -1.852
H -3.030 -1.931 -1.421
H -2.143 -2.778 -0.150
H 1.056 -2.562 -1.680
H 0.657 -2.721 0.048
H 1.700 -1.387 -0.487
N -3.783 1.186 2.688
C -4.186 1.032 1.397
C -5.552 1.026 1.056
C -5.919 0.927 -0.259
C -4.934 0.847 -1.248
C -3.628 0.823 -0.843
N -3.247 0.850 0.450
H -4.495 1.527 3.313
H -2.885 1.661 2.794
H -6.288 1.141 1.840
H -6.967 0.942 -0.528
H -5.178 0.823 -2.300
H -2.825 0.802 -1.569

79
Properties=species:S:1:pos:R:3 method="wB97M-V/def2-TZVPD" homo_ev="-8.24 / -8.90" multiplicity=2 s2=0.79 e_lumo_ev="0.14 / -2.30" largest_force_ev_per_a=0.7 energy_ha=-7618.52263 gap_ha="0.3082 / 0.2428" charge=0 e_above_lowest_kcal_mol=8.3
Y -0.640 0.255 0.427
C 2.875 2.170 -4.792
C 2.508 1.231 -3.677
C 3.314 1.092 -2.552
C 2.950 0.268 -1.502
C 1.761 -0.456 -1.551
N 1.266 -1.210 -0.476
C 1.988 -2.164 0.105
C 3.272 -2.547 -0.375
C 4.066 -3.438 0.291
C 3.612 -4.040 1.469
C 4.463 -5.015 2.227
C 2.319 -3.761 1.904
C 1.488 -2.866 1.257
N 0.161 -2.724 1.741
C -0.372 -3.381 2.811
C -1.728 -3.269 2.754
C -1.961 -2.495 1.611
N -0.837 -2.168 0.999
C 0.944 -0.304 -2.678
C 1.313 0.522 -3.723
N -0.265 -1.041 -2.770
C -0.713 -1.759 -3.821
C -1.877 -2.371 -3.433
C -2.068 -1.956 -2.108
N -1.088 -1.160 -1.707
H 3.872 2.584 -4.647
H 2.170 3.002 -4.840
H 2.853 1.665 -5.759
H 4.233 1.663 -2.484
H 3.550 0.213 -0.603
H 3.623 -2.099 -1.293
H 5.047 -3.684 -0.097
H 5.491 -5.004 1.870
H 4.078 -6.032 2.116
H 4.467 -4.783 3.293
H 1.962 -4.294 2.773
H 0.242 -3.847 3.559
H -2.443 -3.620 3.475
H -2.903 -2.129 1.224
H 0.632 0.641 -4.560
H -0.159 -1.787 -4.745
H -2.510 -3.011 -4.022
H -2.883 -2.181 -1.442
N 1.862 3.058 0.019
C 2.325 4.123 -0.651
C 1.547 4.249 -1.781
C 0.624 3.195 -1.691
N 0.829 2.471 -0.595
H 2.186 2.626 0.877
H 3.152 4.705 -0.276
H 1.624 5.001 -2.549
H -0.176 2.934 -2.362
Br 1.566 0.656 1.961
N -4.568 3.808 0.509
C -4.197 3.146 1.778
C -2.789 2.566 1.672
N -2.752 1.102 1.457
H -5.557 4.031 0.497
H -4.144 3.034 -1.028
H -4.079 4.695 0.434
H -4.905 2.337 1.951
H -4.270 3.822 2.632
H -2.212 2.772 2.570
H -2.280 3.039 0.830
H -3.442 0.835 0.754
H -3.012 0.663 2.333
F -1.072 -0.264 3.017
Sb -1.493 -0.088 4.899
F -2.575 1.396 4.402
F -0.025 1.055 5.088
F -1.951 0.071 6.708
F -0.447 -1.623 5.214
F -3.009 -1.171 4.563
O -2.582 1.030 -3.461
Se -2.964 1.320 -1.936
O -3.789 2.820 -1.945
O -1.610 1.615 -1.013
O -3.891 0.262 -1.126